Entry 1:
{
  "formula": "C43H37CrF8N4O7S2Sb",
  "method": "ωB97M-V/def2-TZVPD",
  "elements": ["Cr", "F", "C", "F", "F", "S", "O", "O", "N", "S", "O", "O", "C", "F", "F", "F", "F", "C", "C", "C", "C", "O", "C", "C", "N", "C", "C", "C", "C", "C", "C", "N", "C", "C", "N", "C", "C", "C", "O", "O", "H", "H", "H", "H", "H", "H", "H", "H", "H", "H", "H", "H", "H", "H", "H", "H", "H", "H", "C", "C", "C", "C", "C", "C", "Sb", "C", "C", "C", "C", "C", "C", "C", "C", "C", "C", "C", "C", "H", "H", "H", "H", "H", "H", "H", "H", "H", "H", "H", "H", "H", "H", "H", "F", "C", "C", "C", "C", "C", "C", "H", "H", "H", "H"],
  "positions_angstrom": [[2.099, -2.788, 0.088], [3.027, -5.896, 1.051], [3.188, -5.611, -0.216], [3.748, -4.343, -0.302], [4.047, -6.460, -0.745], [1.682, -5.491, -1.318], [0.833, -4.449, -0.749], [1.146, -6.790, -1.466], [2.485, -4.944, -2.554], [2.191, -3.488, -3.016], [1.031, -3.373, -3.825], [2.354, -2.462, -1.961], [3.717, -3.161, -4.036], [4.733, -3.754, -3.411], [3.628, -3.630, -5.265], [3.969, -1.857, -4.083], [-2.164, 2.552, 0.287], [-1.685, 1.817, 1.317], [-1.060, 0.632, 1.060], [-0.539, -0.139, 2.103], [0.304, -1.292, 1.834], [0.701, -1.530, 0.652], [0.659, -2.057, 2.979], [0.291, -1.655, 4.228], [-0.385, -0.519, 4.482], [-0.663, -0.143, 5.847], [-1.177, -1.177, 6.799], [-2.090, -0.093, 6.318], [-0.794, 0.275, 3.429], [-1.425, 1.500, 3.659], [-1.844, 2.313, 2.615], [-2.373, 3.580, 2.899], [-3.462, 3.743, 3.830], [-4.775, 3.995, 3.077], [-4.600, 5.196, 2.203], [-3.488, 4.989, 1.219], [-2.210, 4.704, 2.011], [1.392, -3.380, 2.893], [1.393, -4.106, 3.865], [1.967, -3.621, 1.770], [-0.970, 0.288, 0.042], [0.572, -2.269, 5.073], [0.013, 0.612, 6.232], [-0.827, -1.148, 7.819], [-1.337, -2.178, 6.425], [-2.371, 0.700, 6.996], [-2.863, -0.372, 5.615], [-1.554, 1.855, 4.669], [-3.255, 4.586, 4.502], [-3.570, 2.844, 4.432], [-5.594, 4.165, 3.775], [-5.006, 3.142, 2.439], [-4.362, 5.998, 2.794], [-5.470, 5.411, 1.714], [-3.379, 5.878, 0.599], [-3.738, 4.139, 0.586], [-1.964, 5.588, 2.616], [-1.385, 4.532, 1.324], [-5.030, 0.155, -2.650], [-4.145, 1.168, -2.314], [-2.786, 0.906, -2.204], [-2.294, -0.372, -2.437], [-3.192, -1.386, -2.758], [-4.550, -1.126, -2.878], [-0.183, -0.982, -2.266], [0.159, -0.690, -4.388], [1.315, -0.055, -4.826], [1.588, 0.052, -6.183], [0.724, -0.506, -7.112], [-0.427, -1.150, -6.680], [-0.708, -1.237, -5.326], [0.542, 1.057, -1.873], [0.246, 2.071, -2.783], [0.651, 3.376, -2.547], [1.360, 3.685, -1.394], [1.668, 2.685, -0.485], [1.265, 1.377, -0.727], [-6.089, 0.358, -2.729], [-4.511, 2.174, -2.141], [-2.105, 1.705, -1.944], [-2.824, -2.396, -2.915], [-5.235, -1.921, -3.143], [2.009, 0.360, -4.105], [2.481, 0.568, -6.510], [0.948, -0.446, -8.168], [-1.102, -1.593, -7.400], [-1.604, -1.748, -4.994], [-0.307, 1.841, -3.685], [0.424, 4.151, -3.267], [1.690, 4.701, -1.216], [2.223, 2.917, 0.415], [1.531, 0.598, -0.024], [7.549, -0.202, 0.663], [6.277, -0.640, 0.629], [5.821, -1.473, 1.631], [4.516, -1.938, 1.560], [3.663, -1.594, 0.509], [4.158, -0.712, -0.456], [5.461, -0.241, -0.413], [6.487, -1.764, 2.431], [4.164, -2.607, 2.337], [3.526, -0.401, -1.279], [5.853, 0.420, -1.174]],
  "e_lumo_ha": [-0.127, -0.127],
  "total_energy_ha": -5286.23860,
  "charge": 1,
  "homo_lumo_gap_ha": [0.23619, 0.23582],
  "homo_energy_ev": [-9.88, -9.87],
  "fmax_ev_per_a": 1.74,
  "multiplicity": 4
}

Entry 2:
{
  "formula": "C43H37GeN5O4Os",
  "method": "ωB97M-V/def2-TZVPD",
  "elements": ["Os", "C", "C", "N", "N", "C", "O", "C", "C", "C", "C", "C", "C", "C", "C", "C", "C", "C", "N", "H", "H", "H", "H", "H", "H", "H", "H", "H", "H", "H", "H", "O", "C", "N", "C", "N", "C", "C", "C", "C", "C", "C", "H", "H", "H", "H", "H", "H", "O", "C", "O", "C", "C", "Ge", "C", "C", "C", "C", "C", "C", "C", "C", "C", "C", "C", "C", "C", "C", "C", "C", "C", "C", "H", "H", "H", "H", "H", "H", "H", "H", "H", "H", "H", "H", "H", "H", "H", "H", "H", "H", "H"],
  "positions_angstrom": [[-0.266, 1.377, -0.065], [-2.564, 4.713, -1.532], [-1.683, 3.530, -1.337], [-1.397, 2.991, -0.101], [-1.921, 3.612, 0.965], [-1.709, 3.264, 2.164], [-0.804, 2.137, 2.313], [-2.238, 4.039, 3.290], [-2.316, 5.428, 3.128], [-2.804, 6.227, 4.145], [-3.208, 5.662, 5.348], [-3.149, 4.287, 5.515], [-2.685, 3.478, 4.491], [-1.009, 2.876, -2.386], [-1.151, 3.175, -3.752], [-0.404, 2.494, -4.679], [0.523, 1.533, -4.248], [0.619, 1.259, -2.908], [-0.142, 1.877, -1.989], [-2.993, 5.024, -0.586], [-3.375, 4.485, -2.227], [-1.994, 5.546, -1.950], [-1.971, 5.867, 2.203], [-2.874, 7.296, 4.001], [-3.580, 6.290, 6.146], [-3.472, 3.839, 6.446], [-2.732, 2.403, 4.616], [-1.853, 3.940, -4.052], [-0.518, 2.702, -5.734], [1.146, 1.009, -4.957], [1.322, 0.528, -2.532], [0.516, -1.580, 3.886], [-0.059, -0.743, 3.283], [-0.882, 0.325, 5.345], [-1.000, 0.310, 3.915], [-0.541, 1.634, 3.545], [-0.016, 2.292, 4.611], [0.607, 3.530, 4.712], [1.045, 3.895, 5.964], [0.861, 3.060, 7.091], [0.239, 1.831, 6.995], [-0.193, 1.438, 5.738], [-0.817, -0.551, 5.848], [-2.023, 0.115, 3.570], [0.731, 4.177, 3.856], [1.550, 4.843, 6.089], [1.219, 3.393, 8.055], [0.097, 1.200, 7.861], [0.804, -0.479, -0.059], [0.746, -1.139, 0.970], [0.020, -0.481, 1.942], [1.308, -2.498, 1.156], [0.814, -3.549, 0.121], [1.068, -3.242, -1.840], [2.634, -2.215, -2.441], [2.584, -1.597, -3.689], [3.703, -0.959, -4.204], [4.889, -0.951, -3.485], [4.952, -1.572, -2.246], [3.830, -2.207, -1.729], [-0.601, -2.795, -2.800], [-0.671, -3.237, -4.122], [-1.800, -3.002, -4.893], [-2.884, -2.328, -4.346], [-2.833, -1.892, -3.031], [-1.698, -2.124, -2.266], [1.421, -5.097, -2.472], [2.637, -5.471, -3.027], [2.852, -6.796, -3.393], [1.851, -7.736, -3.213], [0.635, -7.367, -2.657], [0.417, -6.045, -2.292], [1.098, -2.864, 2.154], [2.393, -2.387, 1.070], [-0.251, -3.747, 0.269], [1.338, -4.475, 0.351], [1.668, -1.633, -4.270], [3.654, -0.484, -5.176], [5.771, -0.482, -3.899], [5.882, -1.579, -1.692], [3.902, -2.718, -0.774], [0.162, -3.787, -4.545], [-1.839, -3.360, -5.913], [-3.773, -2.160, -4.940], [-3.685, -1.383, -2.597], [-1.682, -1.776, -1.237], [3.424, -4.741, -3.177], [3.805, -7.083, -3.819], [2.014, -8.763, -3.514], [-0.148, -8.099, -2.508], [-0.541, -5.759, -1.868]],
  "e_lumo_ha": [-0.209, -0.311],
  "total_energy_ha": -4402.41103,
  "charge": 2,
  "homo_lumo_gap_ha": [0.20218, 0.14720],
  "homo_energy_ev": [-11.18, -12.46],
  "fmax_ev_per_a": 1.45,
  "multiplicity": 5,
  "e_above_lowest_kcal_mol": 120.7
}

> Among the records above, which one has the highest multiplicity?

C43H37GeN5O4Os

> multiplicity of number 1 (C43H37CrF8N4O7S2Sb)?

4

> What is the formula in the first record?

C43H37CrF8N4O7S2Sb

> multiplicity of number 2 (C43H37GeN5O4Os)?

5